(1)
{"formula": "C46H52N2O3", "method": "wB97M-V/def2-TZVPD", "symbols": ["O", "O", "O", "N", "N", "C", "C", "C", "C", "C", "C", "C", "C", "C", "C", "C", "C", "C", "C", "C", "C", "C", "C", "C", "C", "C", "C", "C", "C", "C", "C", "C", "C", "C", "C", "C", "C", "C", "C", "C", "C", "C", "C", "C", "C", "C", "C", "C", "C", "C", "C", "H", "H", "H", "H", "H", "H", "H", "H", "H", "H", "H", "H", "H", "H", "H", "H", "H", "H", "H", "H", "H", "H", "H", "H", "H", "H", "H", "H", "H", "H", "H", "H", "H", "H", "H", "H", "H", "H", "H", "H", "H", "H", "H", "H", "H", "H", "H", "H", "H", "H", "H", "H"], "xyz": [[-24.394082, -1.563325, -17.288762], [-27.956173, -2.735831, -15.362167], [-27.712160, -0.624617, -15.023090], [-27.992236, -1.573750, -15.716087], [-22.457054, -0.401659, -15.672886], [-26.260446, -6.909498, -16.182049], [-18.810625, -2.667719, -17.684801], [-24.901979, 4.025871, -12.987134], [-28.541627, -0.961261, -19.894804], [-26.135278, -3.118448, -12.121112], [-26.690048, 4.159405, -14.631733], [-20.668202, 3.999131, -12.120758], [-24.157638, -3.503406, -10.860412], [-17.445736, -3.093695, -17.739597], [-25.755902, -4.074177, -13.033378], [-21.380095, 3.402462, -13.132665], [-19.451986, -4.811590, -16.781629], [-26.898729, 2.787471, -14.451790], [-20.350425, 0.384931, -21.010624], [-27.970333, -0.111395, -17.723918], [-24.466125, -0.717638, -14.418938], [-22.559313, -0.427571, -20.573784], [-20.770724, 2.458489, -13.968553], [-17.132446, -4.349759, -17.297533], [-19.459415, 2.110643, -13.701021], [-18.120639, -5.182319, -16.792332], [-25.120470, -2.319479, -18.218345], [-22.271165, 1.688908, -21.593701], [-21.182182, -0.605444, -20.519578], [-25.322529, -2.797156, -11.018198], [-25.665710, 4.764344, -13.896347], [-27.178622, -5.962229, -18.147375], [-28.195975, -1.327371, -17.149941], [-24.593521, -4.817742, -12.844980], [-28.219213, 0.108369, -19.076355], [-23.797610, -4.509371, -11.747023], [-25.177622, 2.669570, -12.782113], [-23.833165, -2.362197, -16.258262], [-27.801453, -7.166912, -18.444281], [-23.352672, -1.439898, -15.132366], [-20.898922, 1.530063, -21.574745], [-18.710021, 2.771860, -12.723921], [-19.802702, -3.545695, -17.288482], [-27.679187, -8.276518, -17.601491], [-19.291397, 3.767622, -11.951642], [-28.721244, -2.378860, -17.925012], [-26.123168, 2.067980, -13.573504], [-26.404256, -5.816974, -17.014405], [-28.826800, -2.201106, -19.280748], [-26.894085, -8.120938, -16.471415], [-23.122619, 0.709751, -21.116274], [-18.622867, 4.358568, -11.340421], [-20.255711, 2.138936, -22.199432], [-24.148497, 4.581735, -12.446699], [-21.722052, -0.812866, -16.236438], [-28.474254, -7.177585, -19.294063], [-26.288812, -4.336540, -13.941543], [-27.018740, -2.527819, -12.338184], [-23.453632, -3.361882, -10.047306], [-26.666587, -9.007896, -15.891563], [-25.625060, 5.844334, -13.981939], [-22.923059, -5.133847, -11.602930], [-25.071934, -0.093836, -15.084328], [-25.203291, -1.375918, -13.948775], [-27.232303, 4.643975, -15.431258], [-23.045152, 0.197392, -16.242491], [-25.976979, -4.844740, -16.805381], [-27.343023, -5.160649, -18.858706], [-29.344871, -2.908123, -19.918001], [-20.788337, -1.545143, -20.153649], [-22.428359, 3.634340, -13.254351], [-27.614898, 0.746021, -17.166826], [-25.770122, -2.150857, -10.276047], [-25.557420, -6.964894, -15.358878], [-24.532596, 2.172653, -12.069240], [-28.700425, -0.919517, -20.962845], [-18.935035, -1.743707, -18.236074], [-22.969648, -2.851143, -16.726682], [-19.280457, 0.231770, -20.924976], [-17.661998, 2.563508, -12.551561], [-27.714384, 2.367406, -15.029391], [-24.429280, -5.613556, -13.559824], [-24.504724, -3.148700, -15.897108], [-21.162329, 4.758485, -11.524050], [-18.878762, 1.350178, -14.212966], [-28.842296, -3.371901, -17.513790], [-17.925409, -6.214978, -16.527485], [-28.211978, -9.201935, -17.765738], [-24.051787, -0.070757, -13.646799], [-25.588689, -1.663032, -18.953210], [-25.961083, -2.825972, -17.731512], [-23.165965, -1.243576, -20.195504], [-20.823056, -3.217635, -17.446196], [-24.500790, -3.053630, -18.744810], [-22.818908, -1.994476, -14.354727], [-27.922717, 1.080868, -19.446990], [-26.307288, 1.003747, -13.485447], [-16.797908, -2.308158, -18.101285], [-16.115552, -4.724760, -17.270027], [-20.261117, -5.429062, -16.418300], [-21.370510, 1.910707, -14.683242], [-22.633790, 2.551174, -22.144485], [-24.182711, 0.920387, -21.173849]], "forces_ev_per_a": [[-0.6, 0.1, 0.2], [-0.4, 0.0, 0.3], [-0.4, 0.3, 0.4], [1.3, -0.1, -0.7], [-0.2, -0.2, 0.5], [0.4, -1.1, 0.1], [1.8, -1.0, -1.2], [-0.9, 0.6, -0.3], [-0.7, -0.5, 0.9], [0.0, 0.9, -0.1], [0.9, -1.1, 0.3], [0.8, 1.1, 0.4], [1.1, -0.5, 0.4], [-2.0, 1.1, 0.5], [0.5, -0.8, -0.6], [0.0, -0.7, -0.3], [-0.4, 1.3, -0.4], [-0.4, 1.2, -0.7], [0.2, -0.2, 0.4], [-0.1, 1.2, 0.2], [-1.0, 0.2, 0.1], [-0.3, -0.8, 0.3], [-0.2, -0.3, 0.7], [0.8, -0.4, 0.4], [1.1, -0.1, 0.2], [-0.9, -0.8, -0.2], [-0.5, 0.0, 0.0], [0.3, 0.5, -1.0], [-0.3, 0.2, -0.1], [-1.4, -0.7, -0.7], [-1.0, 0.1, -0.2], [-0.4, -0.3, -0.6], [-1.3, -1.2, -0.6], [-0.5, 0.7, 0.5], [1.2, -0.4, -0.4], [0.0, -0.9, -0.9], [1.3, 1.4, -0.2], [0.7, 0.1, -0.1], [-0.6, -0.2, 0.2], [0.2, 0.4, -0.3], [0.4, -0.8, -0.4], [-0.5, 0.6, 0.2], [0.3, 0.4, 0.0], [-0.1, 1.0, 0.0], [-0.4, -0.4, -0.7], [1.1, -0.1, 0.3], [-0.7, -1.2, 0.4], [-0.1, 0.3, 0.1], [-0.8, 1.0, -0.9], [0.5, -0.2, -0.3], [0.2, 0.6, 0.3], [-0.4, 0.0, 0.5], [-0.1, 0.5, 0.5], [0.1, -0.3, 0.3], [-0.1, 0.1, -0.2], [0.2, -0.3, -0.1], [-0.6, 0.5, 0.2], [-0.1, -0.1, 0.2], [-0.3, 0.3, 0.2], [-0.1, 0.2, 0.3], [0.7, 0.0, 0.0], [0.2, 0.3, 0.3], [0.3, 0.0, -0.2], [0.3, -0.2, 0.0], [-0.1, 0.4, 0.3], [0.4, 0.0, -0.3], [0.2, -0.2, 0.2], [0.2, 0.2, 0.2], [0.5, -0.5, 0.2], [0.1, 0.1, 0.1], [0.1, 0.0, -0.1], [0.0, -0.3, 0.3], [0.6, 0.4, 0.1], [-0.1, 0.6, 0.1], [-0.3, -0.5, -0.1], [0.2, 0.4, 0.0], [-0.8, 0.2, 0.5], [0.2, -0.3, 0.3], [0.0, 0.1, -0.3], [0.0, -0.2, -0.3], [0.2, -0.5, 0.1], [0.6, -0.1, 0.2], [-0.3, 0.2, 0.0], [0.0, 0.0, 0.1], [-0.6, -0.1, -0.4], [-0.4, 0.2, 0.3], [0.4, 0.2, 0.3], [0.1, 0.0, -0.2], [0.1, 0.0, 0.0], [0.3, 0.2, 0.0], [0.1, -0.3, 0.0], [-0.2, 0.2, 0.0], [-0.2, -0.3, 0.4], [0.1, -0.1, 0.1], [0.1, -0.3, -0.4], [-0.4, 0.0, -0.3], [0.0, 0.1, 0.1], [0.7, -0.5, 0.0], [0.0, 0.1, -0.2], [0.2, -0.4, 0.0], [0.1, 0.0, -0.2], [-0.3, 0.0, 0.3], [-0.1, -0.5, 0.1]], "spin_multiplicity": 1, "total_energy_ev": -57663.24425, "orbital_gap_ev": 8.1586, "e_lumo_ev": -0.7, "fmax_ev_per_a": 2.38, "charge": 0, "smiles": "O=[N+]([O-])c1ccccc1.COC[C@H](C)N.c1ccccc1.c1ccccc1.c1ccccc1.c1ccccc1.c1ccccc1.c1ccccc1"}

---

(2)
{"formula": "C22H54AlN4O", "method": "wB97M-V/def2-TZVPD", "symbols": ["Al", "O", "N", "N", "N", "N", "C", "C", "C", "C", "C", "C", "C", "C", "C", "C", "C", "C", "C", "C", "C", "C", "C", "C", "C", "C", "C", "C", "H", "H", "H", "H", "H", "H", "H", "H", "H", "H", "H", "H", "H", "H", "H", "H", "H", "H", "H", "H", "H", "H", "H", "H", "H", "H", "H", "H", "H", "H", "H", "H", "H", "H", "H", "H", "H", "H", "H", "H", "H", "H", "H", "H", "H", "H", "H", "H", "H", "H", "H", "H", "H", "H"], "xyz": [[1.363006, -0.924604, -1.497774], [2.673989, 0.066983, -2.467618], [-4.092718, -2.750905, -2.361131], [1.015115, 3.882535, -4.479295], [1.730647, -0.590228, 6.273827], [1.698860, -2.665393, 1.570354], [1.285763, -1.910486, 5.822832], [2.930362, -0.052259, 5.627558], [0.117680, 0.690791, 1.322231], [-6.303335, -1.642012, -1.705843], [1.421805, -3.470101, 0.311368], [-0.121816, 4.797787, -4.606153], [2.202486, -2.714975, -0.917867], [-3.061757, -2.170176, -0.152766], [2.785346, -1.094097, 8.551937], [0.768934, 0.248833, 0.130603], [2.342736, 4.498235, -4.426985], [-0.031299, 5.727047, -5.813381], [-5.450908, -2.899870, -1.834320], [2.607927, 5.518809, -3.325420], [-4.444738, -1.288814, -4.433430], [-3.999392, -2.612837, -3.818715], [2.273792, -3.066892, 5.931774], [2.827164, 0.025422, 4.106889], [0.611374, 3.196036, -2.045827], [1.713405, -0.387534, 7.726736], [0.787468, 2.804664, -3.510430], [-3.209914, -1.835080, -1.634278], [-4.015417, -0.428012, -3.920011], [-2.305839, -1.521347, 0.301568], [-4.117538, -1.243081, -5.477075], [0.112188, 5.160758, -6.739707], [1.562932, 3.482714, -1.588148], [1.792737, 6.238684, -3.212878], [1.924560, -3.905761, 5.320809], [2.782482, 5.036701, -2.361395], [-5.998689, -3.635895, -2.436363], [0.096011, -1.153245, -2.434329], [1.847814, -3.312887, 2.401141], [1.938999, 0.586738, 3.797956], [0.233430, 2.337260, -1.481903], [1.794946, 0.690410, 7.918547], [0.280140, -3.555877, 0.037473], [2.355331, -3.433493, 6.957053], [2.531416, 4.985464, -5.391357], [0.362962, -2.185649, 6.349119], [2.152518, -3.427529, -1.849468], [-7.162609, -1.846448, -1.058697], [-3.995767, -2.015801, 0.395967], [0.896643, -2.004072, 1.769534], [1.937316, -4.531703, 0.470687], [3.099388, -0.622914, -3.087698], [3.319807, -2.476866, -0.580476], [-2.204827, -1.891565, -2.071911], [2.792305, -0.685100, 9.567328], [-4.556625, -3.429755, -4.296553], [-0.959020, 6.300116, -5.912052], [3.784911, -0.955885, 8.138825], [-0.589960, 0.884233, 2.264394], [-0.108822, 2.252998, -3.823055], [-3.535464, -0.793849, -1.732635], [0.977901, -1.827014, 4.773423], [3.108335, 3.713994, -4.371496], [3.094542, 0.972614, 5.984762], [-5.756473, -0.806037, -1.261426], [3.826042, -0.623462, 5.894585], [-0.103063, 4.009591, -1.916980], [-5.383658, -3.364970, -0.843278], [3.704988, 0.538102, 3.700200], [0.725607, -0.663587, 8.119476], [3.511716, 6.088957, -3.564255], [-1.038487, 4.207101, -4.731528], [-2.954536, -2.785521, -4.108304], [-5.534652, -1.192962, -4.437746], [2.583107, -2.165557, 8.642442], [-2.740894, -3.207642, -0.011117], [-0.260037, 5.401113, -3.702432], [0.786994, 6.446659, -5.714035], [1.602278, 2.072075, -3.585211], [3.273015, -2.802310, 5.575442], [-6.701916, -1.323638, -2.671251], [2.788948, -0.967725, 3.649165]], "forces_ev_per_a": [[1.6, 0.7, -0.2], [-0.2, -2.6, -0.6], [-0.2, -0.2, -0.4], [-0.1, -0.1, -0.1], [-0.2, 0.1, 0.5], [-1.2, -1.0, 0.7], [-0.1, 0.2, -0.4], [-0.2, 0.1, -0.2], [3.2, -3.3, -7.1], [-0.3, 0.2, 0.0], [1.3, 0.0, -0.7], [0.4, -0.2, -0.2], [0.1, -0.7, 0.6], [-0.1, 0.0, 0.0], [0.0, -0.2, 0.3], [-5.2, 3.0, 9.2], [-0.2, 0.0, -0.4], [0.1, 0.1, 0.0], [0.3, -0.2, 0.2], [0.2, 0.1, 0.3], [-0.2, 0.1, -0.3], [0.3, -0.2, 0.2], [0.1, -0.3, 0.1], [-0.1, -0.2, 0.1], [0.1, -0.2, 0.2], [-0.1, 0.2, -0.3], [0.0, -0.3, -0.1], [0.1, -0.2, 0.1], [0.0, 0.0, 0.0], [-0.1, 0.0, -0.1], [0.0, 0.0, 0.1], [0.1, 0.0, 0.1], [-0.2, 0.0, 0.0], [0.0, -0.1, 0.0], [0.0, 0.1, 0.0], [-0.1, 0.1, -0.1], [0.2, 0.1, -0.1], [-0.3, 0.0, 0.0], [-0.6, 1.2, -1.5], [0.1, -0.2, 0.0], [0.1, 0.1, 0.0], [0.1, -0.1, -0.2], [2.1, -0.1, 0.7], [0.1, 0.0, -0.1], [-0.1, 0.0, 0.0], [0.2, 0.2, 0.1], [0.4, 1.2, 1.5], [0.0, 0.0, 0.0], [0.0, -0.1, 0.0], [1.4, -1.0, -0.3], [-1.5, 2.0, -0.3], [-1.0, 1.7, 1.5], [-2.2, -0.9, -0.7], [-0.3, 0.0, -0.1], [0.0, 0.0, 0.0], [-0.1, 0.1, 0.2], [0.1, 0.0, 0.0], [0.0, 0.0, 0.0], [2.1, -0.4, -2.7], [0.0, 0.2, -0.1], [0.0, 0.2, 0.0], [0.1, 0.1, 0.1], [-0.4, -0.1, 0.1], [-0.2, -0.2, 0.3], [0.0, -0.1, -0.1], [0.2, -0.1, 0.0], [0.0, 0.1, 0.0], [0.1, 0.1, -0.1], [-0.1, -0.1, 0.1], [0.1, -0.1, -0.2], [0.0, 0.0, 0.0], [0.3, -0.1, 0.2], [-0.1, 0.1, 0.2], [0.1, 0.1, 0.0], [0.1, 0.1, -0.1], [-0.1, 0.1, -0.1], [-0.1, 0.2, 0.1], [0.0, -0.1, -0.1], [-0.1, 0.2, 0.0], [-0.1, 0.0, 0.0], [0.1, 0.1, 0.1], [0.0, 0.2, -0.1]], "spin_multiplicity": 1, "total_energy_ev": -38292.45932, "orbital_gap_ev": 7.7080, "e_lumo_ev": 2.7, "fmax_ev_per_a": 11.01, "charge": -1}

---

(3)
{"formula": "C4H14Si3", "method": "wB97M-V/def2-TZVPD", "symbols": ["Si", "Si", "Si", "C", "C", "C", "C", "H", "H", "H", "H", "H", "H", "H", "H", "H", "H", "H", "H", "H", "H"], "xyz": [[1.029978, -0.782456, 0.514713], [-1.832406, 2.401612, -0.335775], [-0.898254, 0.172089, -0.525379], [1.275368, -0.733426, 2.382811], [2.622451, 0.039897, -0.051552], [-0.718033, -0.394898, -2.369416], [-2.217029, -1.019243, 0.171819], [0.397442, -0.632506, 3.068257], [-2.807767, -1.456185, -0.635361], [-2.949117, -0.484065, 0.810803], [3.462142, -0.410316, 0.429840], [-1.845453, -1.838118, 0.969021], [-1.777032, 3.222050, 1.034872], [2.493430, 1.069199, 0.116164], [0.020721, -1.036207, -2.685309], [1.737101, 0.192161, 2.759293], [-0.331399, 0.575714, -2.757511], [-1.523807, -0.565758, -3.005553], [1.904333, -1.582716, 2.631828], [2.946996, -0.023574, -1.220454], [-0.989663, 3.286747, -1.303112]], "forces_ev_per_a": [[-0.1, 1.1, -0.2], [1.3, 0.7, 0.2], [-0.7, -1.9, -0.1], [-1.0, 1.1, 1.1], [0.6, -1.6, -3.9], [0.5, 3.9, 1.2], [-0.2, -0.8, 2.7], [0.1, -1.1, -0.8], [0.2, -0.3, 0.1], [0.2, 0.0, -0.4], [0.7, 0.1, 0.8], [-0.5, 1.5, -2.2], [0.0, -1.0, -1.2], [0.2, 1.5, 0.6], [1.9, -1.9, 0.1], [0.7, -0.2, -0.7], [0.0, -0.2, -0.2], [-2.0, -0.4, -0.5], [0.0, -0.1, 0.4], [-1.2, 0.0, 2.6], [-0.6, -0.5, 0.6]], "spin_multiplicity": 1, "total_energy_ev": -28003.98713, "orbital_gap_ev": [6.9004, 5.9638], "e_lumo_ev": [-0.9, -1.4], "relative_energy_kcal_mol": 0.0, "fmax_ev_per_a": 4.29, "charge": 0}

---

(4)
{"formula": "C3H3NO3", "method": "wB97M-V/def2-TZVPD", "symbols": ["O", "O", "O", "N", "C", "C", "C", "H", "H", "H"], "xyz": [[1.767287, 2.479667, -2.868444], [2.607480, 4.472153, -2.524403], [1.787347, 3.312700, -0.708474], [2.054171, 3.463554, -2.244509], [1.232766, 2.208427, -0.332489], [-0.129468, -0.066728, -0.117626], [0.713266, 1.147787, -0.034206], [-1.075562, 0.082983, -0.496229], [-0.226531, -0.466921, 0.927738], [0.445608, -0.889914, -0.559393]], "forces_ev_per_a": [[0.1, 1.4, 0.6], [-0.8, -0.5, 0.7], [0.4, 1.3, 0.2], [0.5, -1.9, -0.7], [-0.8, -1.6, -0.1], [3.1, -0.9, 3.2], [0.0, 1.1, -1.6], [-1.9, 0.4, -1.1], [-0.3, 0.4, -0.7], [-0.3, 0.4, -0.5]], "spin_multiplicity": 1, "total_energy_ev": -10785.33401, "orbital_gap_ev": 9.2449, "e_lumo_ev": -0.4, "relative_energy_kcal_mol": 169.9, "fmax_ev_per_a": 4.53, "charge": 0, "smiles": "CC#CO[N+](=O)[O-]"}